ORCA calculation (ωB97M-V with the def2-TZVPD basis set) on C24H17BrCl3GeO7S2Ti as an isolated structure at a distorted geometry.

Computed properties:
Energy above the lowest of the compared OMol25 structures with the same formula, charge and spin ... 44.4 kcal/mol
Kohn-Sham gap (alpha / beta) ... 7.75 / 6.58 eV
DFT total energy ... -9128.9260 a.u.
LUMO energy (alpha / beta) ... -0.839 / -2.321 eV

Geometry as ORCA input:
```
! RIJCOSX wB97M-V def2-TZVPD def2/J DEFGRID3
* xyz 0 2
Ti -0.099 0.541 1.508
O 0.844 -2.589 3.855
S 0.322 -1.916 2.722
O 1.265 -1.530 1.664
O -0.397 -0.613 3.039
C -0.931 -2.952 2.001
C -0.946 -4.249 2.477
C -1.863 -5.165 1.979
C -2.767 -4.791 1.010
C -2.779 -3.489 0.522
C -1.874 -2.562 1.006
S -2.004 -0.940 0.307
O -2.315 0.007 1.390
O -2.875 -0.993 -0.808
O -0.559 -0.593 -0.045
H -0.239 -4.530 3.244
H -1.864 -6.180 2.363
H -3.476 -5.511 0.622
H -3.486 -3.183 -0.238
Cl -3.752 6.806 2.162
C -2.843 5.379 1.726
C -2.512 4.458 2.697
C -1.788 3.347 2.317
Cl -1.426 2.110 3.485
C -1.363 3.135 1.015
O -0.616 2.057 0.714
C -1.743 4.062 0.061
Cl -1.296 3.826 -1.595
C -2.477 5.183 0.410
H -2.813 4.599 3.728
H -2.756 5.899 -0.352
Br 1.845 1.656 2.507
Ge 2.042 0.272 -0.217
C 1.645 1.628 -1.487
C 2.383 2.811 -1.432
C 2.252 3.752 -2.448
C 1.382 3.517 -3.507
C 0.624 2.350 -3.548
C 0.745 1.410 -2.532
C 2.236 -1.460 -1.026
C 3.424 -2.134 -0.732
C 3.685 -3.380 -1.299
C 2.753 -3.968 -2.146
C 1.556 -3.316 -2.424
C 1.295 -2.071 -1.865
H 3.415 0.586 0.298
H 3.062 2.996 -0.608
H 2.831 4.670 -2.413
H 1.285 4.252 -4.300
H -0.065 2.175 -4.368
H 0.132 0.519 -2.558
H 4.150 -1.693 -0.058
H 4.616 -3.891 -1.075
H 2.958 -4.938 -2.587
H 0.823 -3.779 -3.077
H 0.354 -1.588 -2.085
*
```